[1]
Below is 9 unconnected molecules or ions with the total composition C21H51N9O12, with properties calculated with ωB97M-V with the def2-TZVPD basis set.

ORCA input file:
```
! RIJCOSX wB97M-V def2-TZVPD def2/J DEFGRID3
* xyz 0 1
C -9.297 -5.893 19.633
N -8.283 -5.920 18.517
O -7.208 -6.431 18.765
O -8.626 -5.519 17.433
H -8.688 -5.921 20.545
H -9.869 -6.806 19.502
H -9.953 -5.054 19.455
C -7.223 -2.085 15.271
N -7.637 -1.531 13.917
O -7.926 -0.323 13.866
O -7.593 -2.365 13.016
H -7.584 -1.380 16.005
H -6.128 -2.125 15.274
H -7.600 -3.102 15.313
C -6.430 -3.044 18.233
N -7.788 -2.901 18.722
O -8.645 -2.442 17.993
O -8.029 -3.300 19.871
H -6.518 -3.710 17.393
H -5.880 -3.377 19.101
H -5.980 -2.057 17.991
C -10.128 0.368 18.739
N -11.386 0.127 18.094
C -12.600 0.519 18.757
C -11.472 -0.616 16.950
O -12.410 -0.856 16.281
H -10.011 -0.244 19.599
H -10.155 1.385 19.045
H -9.257 0.169 18.098
H -12.926 1.566 18.499
H -13.348 -0.133 18.323
H -12.437 0.476 19.817
H -10.454 -1.049 16.706
C -2.231 0.291 18.678
N -2.392 -1.055 19.260
C -1.286 -1.898 19.624
C -3.652 -1.579 19.436
O -3.909 -2.705 19.828
H -3.235 0.561 18.417
H -1.680 0.269 17.742
H -1.791 1.045 19.358
H -0.830 -2.437 18.806
H -0.599 -1.266 20.151
H -1.641 -2.663 20.307
H -4.438 -0.784 19.238
C -5.097 -5.056 15.615
N -4.086 -4.899 16.668
C -3.606 -6.067 17.407
C -3.468 -3.713 16.790
O -3.714 -2.687 16.268
H -6.044 -5.388 15.973
H -4.859 -5.797 14.851
H -5.183 -4.130 15.051
H -2.735 -5.889 18.032
H -4.417 -6.386 18.068
H -3.426 -6.874 16.682
H -2.671 -3.826 17.611
C -5.034 -3.540 24.602
N -5.488 -2.503 23.620
C -6.486 -2.925 22.685
C -4.795 -1.406 23.349
O -4.956 -0.608 22.435
H -4.389 -3.082 25.355
H -4.468 -4.363 24.079
H -5.970 -3.884 25.046
H -6.025 -3.470 21.846
H -7.217 -3.534 23.242
H -6.923 -2.083 22.155
H -4.070 -1.187 24.143
C -13.842 -3.733 19.332
N -12.460 -3.504 18.946
C -12.089 -3.944 17.622
C -11.658 -2.720 19.679
O -11.964 -2.314 20.759
H -14.082 -3.166 20.222
H -13.999 -4.790 19.584
H -14.509 -3.513 18.494
H -12.698 -3.390 16.907
H -11.032 -3.700 17.450
H -12.284 -4.999 17.548
H -10.720 -2.567 19.163
C -5.814 3.875 17.508
N -5.678 2.506 17.189
C -4.670 2.118 16.257
C -6.146 1.535 18.064
O -5.931 0.364 17.928
H -6.169 4.435 16.662
H -4.811 4.322 17.718
H -6.459 4.019 18.368
H -3.663 2.430 16.602
H -4.648 1.058 16.149
H -4.804 2.713 15.362
H -6.828 2.005 18.796
*
```

As for the SMILES: C[N+](=O)[O-].C[N+](=O)[O-].C[N+](=O)[O-].CN(C)C=O.CN(C)C=O.CN(C)C=O.CN(C)C=O.CN(C)C=O.CN(C)C=O.

[2]
Below is a molecular structure, C31H45N6O2Si3W, with properties calculated with ωB97M-V with the def2-TZVPD basis set.

ORCA input file:
```
! RIJCOSX wB97M-V def2-TZVPD def2/J DEFGRID3
* xyz 1 1
W 0.330 -0.366 -0.420
C 0.891 -4.750 0.021
C 0.795 -3.516 -0.561
N 0.766 -2.359 0.144
C 0.950 -2.529 1.503
C 1.007 -3.818 2.060
N 0.963 -4.920 1.355
C 1.171 -1.328 2.235
C 1.294 -1.235 3.617
C 1.626 -0.039 4.238
C 1.837 1.057 3.384
C 1.640 0.936 2.027
N 1.284 -0.222 1.424
C 1.747 2.010 1.078
C 2.434 3.201 1.327
N 2.617 4.127 0.412
C 2.091 3.864 -0.785
C 1.404 2.703 -1.050
N 1.210 1.733 -0.139
C 1.743 0.083 5.707
C 1.898 1.320 6.334
C 1.992 1.381 7.716
N 1.936 0.315 8.506
C 1.793 -0.866 7.915
C 1.697 -1.033 6.543
H 0.904 -5.645 -0.586
H 0.709 -3.444 -1.631
H 1.111 -3.938 3.132
H 1.094 -2.120 4.202
H 2.125 2.016 3.783
H 2.878 3.382 2.299
H 2.228 4.611 -1.555
H 0.994 2.554 -2.034
H 1.934 2.246 5.778
H 2.118 2.336 8.213
H 1.757 -1.724 8.577
H 1.600 -2.035 6.150
C -1.878 -3.307 -2.047
O -1.252 -2.027 -1.932
Si -1.657 -0.794 -3.007
C -1.280 -1.239 -4.808
C -3.547 -0.709 -3.051
C -0.537 0.514 -2.231
Si 1.160 0.277 -3.135
C 1.556 -1.597 -3.241
C 1.232 1.096 -4.834
C 2.890 0.651 -2.358
Si -1.671 2.066 -2.094
C -2.233 2.501 -3.848
C -1.246 3.750 -1.314
C -3.125 1.625 -0.957
H -1.520 -3.829 -2.939
H -2.963 -3.203 -2.122
H -1.642 -3.907 -1.171
H -1.883 -2.095 -5.118
H -0.239 -1.471 -5.024
H -1.564 -0.401 -5.451
H -3.899 -1.414 -3.807
H -3.916 0.279 -3.329
H -4.016 -0.984 -2.105
H 0.725 -2.257 -3.478
H 2.012 -1.923 -2.302
H 2.318 -1.746 -4.011
H 0.732 0.499 -5.597
H 2.267 1.238 -5.154
H 0.752 2.077 -4.825
H 3.015 0.291 -1.333
H 3.193 1.695 -2.386
H 3.603 0.099 -2.973
H -1.438 3.009 -4.398
H -3.084 3.185 -3.815
H -2.531 1.629 -4.436
H -0.597 4.384 -1.917
H -0.828 3.673 -0.310
H -2.199 4.277 -1.216
H -3.500 0.612 -1.069
H -3.957 2.311 -1.138
H -2.817 1.756 0.081
C -2.052 0.558 2.907
O -1.296 0.603 1.686
C -1.259 -0.426 0.830
C -2.246 -1.527 1.015
H -1.811 -0.335 3.486
H -3.123 0.599 2.713
H -1.757 1.443 3.464
H -3.140 -1.219 1.557
H -1.780 -2.351 1.571
H -2.542 -1.923 0.047
*
```

E_tot: -60576.3496; -71366.6333 (eV)